6
Properties=species:S:1:pos:R:3:forces:R:3 method="wB97M-V/def2-TZVPD" homo_ha=-0.3507 charge=0 orbital_gap_ev=7.42 e_tot_ev=-33714.20997 de_lowest_ev=1.913 lumo_energy_ha=-0.078 max_force_ev_per_a=3.77
Cl -3.6051 -1.0340 0.0844 1.522 1.656 -0.673
S -0.9446 1.9549 0.6884 0.108 0.223 0.345
P -1.7323 0.9982 -0.8766 -2.334 -2.090 0.758
C -0.2748 0.4200 -0.0049 -0.371 2.815 -2.376
H -0.0438 -0.3623 0.5742 -0.234 -2.994 2.278
H 0.4932 0.5758 -0.7161 1.310 0.391 -0.332



6
Properties=species:S:1:pos:R:3:forces:R:3 method="wB97M-V/def2-TZVPD" homo_ha="-0.2639 / -0.2638" charge=0 orbital_gap_ev="6.45 / 6.44" e_tot_ev=-50469.58423 lumo_energy_ha="-0.027 / -0.027" max_force_ev_per_a=4.29
Cu -1.6621 1.3389 -0.1834 1.683 1.460 0.050
F 0.0274 -1.0704 1.3101 -0.475 -0.643 -0.773
O 0.1035 0.1419 -0.5297 -0.444 -4.269 -0.010
C 0.2941 -0.9391 -0.0078 1.877 3.307 0.559
H 1.0334 -1.6836 -0.3361 -0.701 -0.350 -0.094
H 0.2037 2.2123 -0.2530 -1.939 0.494 0.268



7
Properties=species:S:1:pos:R:3:forces:R:3 method="wB97M-V/def2-TZVPD" homo_ha="-0.3091 / -0.3148" charge=0 orbital_gap_ev="8.77 / 8.83" e_tot_ev=-9477.28293 de_lowest_ev=6.333 lumo_energy_ha="0.013 / 0.010" max_force_ev_per_a=9.68
F -0.0669 -1.8221 0.0329 -0.634 -0.439 -0.012
F 2.8192 0.5278 0.0087 0.350 -0.245 -0.019
N 1.6829 1.1875 -0.0019 -0.363 0.316 0.033
N -1.0824 0.0407 -0.0258 -8.759 3.681 1.847
C -0.0193 -0.5204 -0.2290 5.950 -0.958 -1.119
H -1.9610 -0.5221 0.2334 1.550 0.642 -0.254
H -1.3724 1.1085 -0.0183 1.906 -2.996 -0.475



7
Properties=species:S:1:pos:R:3:forces:R:3 method="wB97M-V/def2-TZVPD" homo_ha=-0.4416 charge=0 orbital_gap_ev=12.54 e_tot_ev=-10595.27764 de_lowest_ev=4.876 lumo_energy_ha=0.019 max_force_ev_per_a=3.89
F -1.9798 0.6419 0.2904 -0.030 -0.211 0.157
F 1.8260 -0.2103 -0.7984 -0.001 1.459 0.282
O -2.2684 -0.6182 0.8825 0.043 -0.114 -1.174
O 1.4084 -0.0627 1.3007 -0.350 0.466 2.586
C 1.5512 0.5739 0.3523 0.129 -0.932 -3.771
H 1.4567 1.6404 -0.0112 0.172 -1.006 0.910
H -2.2731 -0.3596 1.7973 0.039 0.338 1.010



12
Properties=species:S:1:pos:R:3:forces:R:3 method="wB97M-V/def2-TZVPD" spin_multiplicity=7 homo_ha="-0.2690 / -0.4091" charge=0 orbital_gap_ev="7.08 / 10.42" e_tot_ev=-59563.57095 lumo_energy_ha="-0.009 / -0.026" s_squared=12.002 max_force_ev_per_a=4.52
Mn -1.8075 -0.1931 1.9725 0.709 -0.514 1.424
S -3.0598 0.8622 -0.3160 0.761 -0.784 -3.214
F -5.5041 1.8115 0.1646 -0.164 -0.091 0.046
F -4.0429 3.3282 -0.3024 0.217 -0.142 0.146
F -4.8443 2.1193 -1.8753 0.009 -0.385 -0.080
O -2.9265 1.2628 1.1389 -0.572 -0.068 -0.985
O -2.1903 -0.6339 0.0661 -1.149 -2.917 -2.811
O -2.1391 1.3723 -1.3409 -1.227 -0.502 1.646
O -4.0853 -0.5400 -1.1183 0.299 2.141 0.979
C -4.4559 2.1039 -0.5984 -0.211 -0.029 0.060
H -4.6020 -0.1403 -1.8315 -0.076 0.061 -0.048
H -2.5737 -1.4049 -0.6579 1.403 3.232 2.837



7
Properties=species:S:1:pos:R:3:forces:R:3 method="wB97M-V/def2-TZVPD" homo_ha=-0.3768 charge=0 orbital_gap_ev=11.23 e_tot_ev=-10706.82400 de_lowest_ev=5.670 lumo_energy_ha=0.036 max_force_ev_per_a=2.94
F 1.5956 0.0607 -0.3094 0.469 -0.563 0.593
F -0.1979 -1.7816 -0.1433 1.190 -0.601 0.149
F -1.8014 -0.5829 -0.5729 -0.652 1.344 -0.744
N -0.7858 -0.6489 0.3263 1.724 1.429 0.521
C 0.4825 0.6313 0.1367 -2.401 -1.453 -0.886
H 0.2577 1.3929 -0.6203 -0.879 -0.172 0.508
H 0.4493 0.9287 1.1829 0.549 0.016 -0.142



7
Properties=species:S:1:pos:R:3:forces:R:3 method="wB97M-V/def2-TZVPD" spin_multiplicity=3 homo_ha="-0.3767 / -0.4453" charge=0 orbital_gap_ev="11.03 / 8.52" e_tot_ev=-10704.49110 de_lowest_ev=0.111 lumo_energy_ha="0.029 / -0.132" s_squared=2.009 max_force_ev_per_a=4.35
F -1.4900 -2.1330 0.2168 -1.000 -0.350 0.508
F -0.5789 -2.0168 -2.0921 0.275 -0.162 -0.452
F -1.5809 0.4595 0.5989 -0.125 -0.885 1.092
N -0.3822 -1.4867 -0.0724 -0.123 -1.321 -0.925
C -0.4565 -0.1346 0.1126 2.455 3.583 0.219
H -0.3201 0.5127 -0.8145 0.522 -1.471 0.401
H 0.5387 -0.0192 0.7696 -2.004 0.606 -0.843



13
Properties=species:S:1:pos:R:3:forces:R:3 method="wB97M-V/def2-TZVPD" homo_ha=-0.3488 charge=0 orbital_gap_ev=8.79 e_tot_ev=-44278.31686 de_lowest_ev=0.000 lumo_energy_ha=-0.026 max_force_ev_per_a=1.38
P -1.6079 -1.8378 -0.0575 0.400 1.181 -0.016
P -2.4735 1.1036 0.1978 0.382 -0.572 0.968
P 1.2850 -1.1261 0.5115 0.409 0.032 -1.279
F 2.7976 2.1359 -0.9793 0.186 0.124 -0.011
F 1.8157 -2.0795 -0.7261 -0.182 0.282 0.799
F 3.7639 0.8021 0.3804 -0.040 0.003 -0.049
F -1.9558 0.9957 1.7495 -0.430 0.340 -0.437
N -0.3112 -1.0226 0.1826 -0.641 -1.175 0.337
N -2.7378 -0.5744 -0.0767 -0.244 -0.264 -0.195
N 1.6274 0.3434 -0.3514 -0.069 -0.164 0.043
C 2.6499 1.0154 -0.3078 0.244 0.073 0.164
H -1.1552 1.0895 -0.2865 0.048 0.160 -0.360
H -3.6981 -0.8451 -0.2364 -0.062 -0.020 0.035